(1)
C11H17BrN | wB97M-V/def2-TZVPD

As for the SMILES: CC(C)[C@@H](c1ccccc1)[C@@H]([NH3+])Br. The value obtained for the HOMO-LUMO gap is 8.59 eV. Its spin multiplicity is 1. The energy relative to the best compared isomer or geometry (same formula, charge and spin) is 0.0 kJ/mol. The value obtained for the LUMO energy is -3.57 eV. The charge is +1.

Structure (XYZ):
```
30
Properties=species:S:1:pos:R:3:forces:R:3:nbo_charge:R:1
C 1.12215 2.02375 2.87168 -2.0 -0.6 -0.2 -0.16
C 2.07477 1.22697 2.29252 -2.4 1.0 -1.0 -0.21
C -0.25504 1.98711 2.48020 1.6 -0.2 2.1 -0.20
C 1.66582 0.44421 1.26463 0.4 -1.3 -0.6 -0.17
C -0.59377 1.04444 1.52394 -0.9 0.9 -0.3 -0.21
C 0.33597 0.27050 0.88539 1.9 -0.3 0.4 -0.08
C -1.44888 0.52336 -1.93522 0.7 1.4 2.1 -0.63
C 1.04049 0.81937 -1.95037 -0.1 1.6 -1.6 -0.62
C 0.15800 -0.76149 -0.17558 -1.7 -0.2 -2.3 -0.28
C -0.12932 -0.12463 -1.64954 1.7 -0.4 1.8 -0.20
C -0.94515 -1.79810 0.15210 -0.5 0.6 2.5 -0.03
N -1.28180 -2.79207 -0.90269 -0.4 1.5 -1.7 -0.73
Br -0.23042 -2.91833 1.71852 -0.9 0.8 -1.1 0.04
H 1.49074 2.51897 3.70950 -0.1 1.5 1.3 0.22
H 3.06462 1.39697 2.49175 2.3 -0.1 0.7 0.22
H -0.99496 2.52212 3.14065 0.7 -0.5 -1.3 0.24
H 2.44751 -0.10805 0.78034 0.1 -0.5 -0.4 0.20
H -1.59812 1.02483 1.18670 -1.1 -0.3 -0.1 0.20
H -1.20465 1.60625 -1.80728 -1.2 -0.6 0.0 0.25
H -1.67072 0.33162 -2.93170 -0.7 0.0 -1.8 0.23
H -2.25694 0.16067 -1.29083 -0.1 0.4 -0.1 0.19
H 1.10431 1.79154 -1.35619 -0.6 -1.4 -0.6 0.24
H 1.98977 0.35139 -1.85120 0.8 -0.7 0.4 0.22
H 1.04653 1.08451 -3.06054 -0.4 -0.1 1.4 0.23
H 1.10899 -1.31085 -0.28608 -0.4 0.2 0.1 0.24
H -0.02028 -0.94085 -2.33898 0.4 -0.8 -0.6 0.16
H -1.95577 -1.38372 0.43340 1.5 -0.1 0.2 0.24
H -1.03475 -2.31578 -1.83983 -0.4 -1.3 1.3 0.46
H -2.28585 -3.07451 -0.88456 0.8 0.4 -0.1 0.46
H -0.74323 -3.60020 -0.67074 0.8 -1.1 -0.5 0.46
```
Positions in Å, forces in eV/Å.

***

(2)
C4H8O3 | wB97M-V/def2-TZVPD

As for the SMILES: CC(=O)OO.C=C. The value obtained for the HOMO-LUMO gap is 8.29 eV. Its spin multiplicity is 1. The energy relative to the best compared isomer or geometry (same formula, charge and spin) is 747.8 kJ/mol. The value obtained for the LUMO energy is -0.25 eV.

Structure (XYZ):
```
15
Properties=species:S:1:pos:R:3:forces:R:3:nbo_charge:R:1
C 1.57008 -0.08200 1.51197 0.0 1.2 -0.3 -0.71
C 0.88761 -0.37133 0.20787 -1.9 -4.7 0.6 0.72
O 1.31591 -0.97516 -0.74329 -0.4 1.6 0.6 -0.56
H 0.24385 1.05717 -0.24313 -2.5 2.0 -0.8 0.13
H 0.87314 0.35164 2.22503 0.0 0.0 0.0 0.25
H 1.98508 -1.00447 1.91715 -0.2 -0.1 -0.3 0.26
H 2.38107 0.61884 1.31448 0.1 0.0 0.2 0.24
C -1.01235 1.12995 -0.38050 2.6 1.1 -0.2 -0.18
C -1.49124 0.89927 -1.59283 0.1 -0.4 -0.1 -0.53
O -0.64742 -0.79004 0.60413 2.8 -0.1 0.3 -0.32
O -1.09211 -1.80085 -0.26362 0.4 0.2 -0.4 -0.43
H -0.35282 -1.85092 -0.91535 -0.2 0.0 0.2 0.47
H -1.42695 1.45267 0.56126 -0.4 -1.0 0.1 0.21
H -0.95754 1.20208 -2.48279 0.6 -0.8 0.0 0.21
H -2.27633 0.16315 -1.72038 -1.0 0.9 0.0 0.23
```
Positions in Å, forces in eV/Å.

***

(3)
C3H9ClLiO4Si | wB97M-V/def2-TZVPD

The value obtained for the HOMO-LUMO gap is 6.76 eV. Its spin multiplicity is 1. The value obtained for the LUMO energy is 3.28 eV. The charge is -1.

Structure (XYZ):
```
19
Properties=species:S:1:pos:R:3:forces:R:3:nbo_charge:R:1
Li 0.71231 -0.17850 -0.23063 0.0 0.2 0.1 0.70
C -0.65702 1.56771 2.96381 0.0 -0.1 0.1 -1.08
Si 0.11369 -0.05949 2.28284 0.0 0.0 -0.1 0.66
C 1.62140 -0.25090 3.45838 0.0 0.0 0.1 -1.08
C -1.08276 -1.35809 3.04830 0.0 0.1 0.0 -1.08
H -0.75286 1.51600 4.05618 0.0 0.0 0.0 0.20
H -1.65429 1.73125 2.54545 0.0 0.0 0.0 0.21
H -0.05254 2.44474 2.71946 0.0 0.0 0.0 0.21
H 1.30718 -0.17806 4.50795 0.0 0.0 0.0 0.19
H 2.37536 0.52086 3.28054 0.0 0.0 0.0 0.21
H 2.11250 -1.21853 3.32265 0.0 0.0 0.0 0.21
H -1.14519 -1.22585 4.13626 0.0 0.0 0.0 0.19
H -0.75785 -2.38282 2.85140 0.0 0.0 0.0 0.21
H -2.09145 -1.25206 2.63868 0.0 0.0 0.0 0.21
O 2.03243 0.18645 -3.73639 0.0 0.2 -0.1 -0.82
Cl 1.67155 -0.46237 -2.52322 -0.1 0.0 0.4 2.53
O 0.25038 -0.25934 -2.22152 0.0 -0.1 -0.1 -0.91
O 1.95061 -1.86388 -2.58579 0.1 -0.1 -0.1 -0.84
O 2.37038 0.12757 -1.37584 0.0 -0.1 -0.2 -0.91
```
Positions in Å, forces in eV/Å.

***

(4)
C3H9NO3 | wB97M-V/def2-TZVPD

As for the SMILES: CCNC(=O)O.O. The value obtained for the HOMO-LUMO gap is 10.81 eV. Its spin multiplicity is 1. The energy relative to the best compared isomer or geometry (same formula, charge and spin) is 46.9 kJ/mol. The value obtained for the LUMO energy is 0.69 eV.

Structure (XYZ):
```
16
Properties=species:S:1:pos:R:3:forces:R:3:nbo_charge:R:1
C -1.20294 0.64181 0.08307 -0.7 0.6 0.4 -0.23
N 0.09819 0.06807 0.28169 0.0 -0.6 -0.6 -0.63
C 0.48731 -1.15264 -0.14849 0.2 -0.1 -0.1 0.88
O 1.65898 -1.49576 0.45030 -0.6 2.6 0.9 -0.70
O -0.05731 -1.86104 -0.96210 -0.3 0.0 0.0 -0.66
C -1.99476 0.73274 1.38881 -0.1 0.3 1.7 -0.64
H -1.75791 0.08385 -0.64856 0.1 -0.5 -0.3 0.23
H -1.11410 1.65054 -0.32056 0.2 0.0 -0.1 0.19
H 0.73223 0.48308 0.91723 0.3 0.5 0.6 0.40
H 1.86235 -2.35828 0.20711 0.6 -2.5 -0.9 0.49
H -2.07231 1.74603 1.79485 0.1 0.2 -0.4 0.21
H -3.01562 0.36173 1.46229 -0.1 -0.2 -0.8 0.22
H -1.50010 0.20370 2.21081 0.2 -0.2 -0.3 0.22
H 2.58019 1.09444 -2.19638 -0.4 0.2 0.0 0.47
H 2.30833 -0.43121 -2.31289 -0.4 0.0 0.0 0.48
O 2.98747 0.23295 -2.20719 0.8 -0.2 0.1 -0.94
```
Positions in Å, forces in eV/Å.

***

(5)
C3H3ClN2S | wB97M-V/def2-TZVPD

The value obtained for the HOMO-LUMO gap (spin up / spin down) is 6.33 / 6.39 eV. Its spin multiplicity is 3. The energy relative to the best compared isomer or geometry (same formula, charge and spin) is 313.2 kJ/mol. The value obtained for the LUMO energy (spin up / spin down) is 0.39 / -2.60 eV.

Structure (XYZ):
```
10
Properties=species:S:1:pos:R:3:forces:R:3:nbo_charge:R:1
C -0.65766 -0.20534 -0.97558 2.4 0.5 2.5 -0.37
C -1.36883 -0.54139 0.14543 4.6 2.9 0.3 -0.01
C 0.70798 0.32231 -0.80813 -5.0 -2.3 -0.1 -0.18
N 0.19317 -0.18280 1.47399 -1.3 1.0 -3.0 -0.48
N 1.07863 0.25099 0.48383 -3.2 -1.5 1.8 -0.25
S 1.66202 0.87449 -1.99276 1.9 1.0 -1.6 0.11
Cl -2.51012 -1.38294 0.81996 -2.2 -1.8 0.9 0.18
H -0.97436 -0.38329 -1.93973 -0.9 -0.3 -1.9 0.25
H -0.03174 0.70853 1.95793 -0.2 -0.8 0.3 0.35
H 1.90090 0.53944 0.83505 3.7 1.4 0.9 0.39
```
Positions in Å, forces in eV/Å.

***

(6)
C36H30BrNO4S4Ti | wB97M-V/def2-TZVPD

The value obtained for the HOMO-LUMO gap (spin up / spin down) is 6.53 / 5.19 eV. Its spin multiplicity is 2. The energy relative to the best compared isomer or geometry (same formula, charge and spin) is 131.4 kJ/mol. The value obtained for the LUMO energy (spin up / spin down) is 2.28 / 0.91 eV. The charge is -1.

Structure (XYZ):
```
77
Properties=species:S:1:pos:R:3:forces:R:3:mulliken_spin:R:1
Ti -1.10607 0.15747 0.00668 -0.5 -1.2 -1.1 -0.07
S 1.18241 -0.94474 -0.27792 -0.1 0.0 0.3 0.40
C 1.37537 -1.49126 -1.90847 0.0 0.0 -0.1 0.03
C 2.61775 -1.97574 -2.33243 0.0 0.0 0.1 0.03
C 2.82053 -2.35094 -3.64501 -0.1 0.0 -0.1 -0.03
C 1.76502 -2.25013 -4.55200 0.1 0.0 0.0 0.06
C 0.52830 -1.79541 -4.13969 -0.1 0.0 0.1 -0.03
C 0.29977 -1.41609 -2.80934 0.1 -0.1 -0.1 0.06
S -1.27759 -0.87971 -2.32155 -0.1 0.0 0.3 0.03
C -3.72645 1.08766 -1.71348 0.0 0.0 0.0 0.00
C -3.84635 0.08271 -0.83039 0.0 0.1 0.1 0.01
C -4.72561 -1.05701 -1.07094 0.0 0.0 -0.1 0.00
C -5.05482 -1.88850 -0.07445 0.0 0.1 0.1 0.00
C -4.55426 -1.62035 1.25433 0.0 0.0 -0.2 0.00
C -3.60468 -0.67726 1.42896 -0.1 0.1 0.0 0.00
C -3.18185 -0.32495 2.82510 -0.1 0.0 0.0 0.01
S -1.67129 -1.05936 3.54335 0.1 0.0 0.0 0.00
C -1.74947 -2.78112 3.16418 0.0 0.0 0.0 0.06
C -2.04703 -3.64819 4.21550 0.0 0.0 0.0 -0.03
C -1.98949 -5.02336 4.06467 0.0 0.0 0.0 0.06
C -1.62535 -5.54911 2.83211 0.0 0.0 0.0 -0.03
C -1.33626 -4.70299 1.77891 0.0 0.0 0.0 0.06
C -1.39434 -3.30594 1.90714 0.0 0.0 0.0 -0.01
S -1.11812 -2.43955 0.39674 0.1 0.0 0.2 0.37
N -3.08295 0.06610 0.36600 0.2 -0.2 0.2 -0.01
H 3.42229 -2.03664 -1.60924 0.0 0.0 0.0 0.00
H 3.78689 -2.71827 -3.96635 0.0 0.0 0.0 0.00
H 1.91060 -2.53763 -5.58674 0.0 0.0 0.0 0.00
H -0.29257 -1.72930 -4.84346 0.0 0.0 0.0 0.00
H -4.22930 1.01752 -2.66803 0.0 0.0 0.0 0.00
H -3.10607 1.94955 -1.51674 0.0 0.0 0.0 0.00
H -5.12815 -1.17086 -2.06964 0.0 0.0 0.0 0.00
H -5.73086 -2.71737 -0.24301 0.0 0.0 0.0 0.00
H -4.93241 -2.16108 2.11126 0.0 0.0 0.0 0.00
H -4.01250 -0.55815 3.48963 0.0 0.0 0.0 0.00
H -2.98493 0.74689 2.88500 0.0 0.0 0.0 0.00
H -2.31951 -3.21411 5.16904 0.0 0.0 0.0 0.00
H -2.21966 -5.67388 4.89870 0.0 0.0 0.0 0.01
H -1.56601 -6.62107 2.68904 0.0 0.0 0.0 0.00
H -1.05850 -5.11126 0.81569 0.0 0.0 0.0 0.00
Br 2.13631 -0.39902 3.31295 -0.2 0.0 -0.2 0.00
C 1.67589 1.36542 3.82256 -0.1 0.2 -0.1 0.00
C 2.50104 1.90981 4.80355 0.0 0.0 0.0 0.00
C 2.29787 3.19559 5.26583 0.0 0.1 0.0 0.00
C 1.25685 3.95580 4.75399 0.0 0.0 0.0 0.00
C 0.43356 3.41248 3.78957 0.0 0.0 0.0 0.00
C 0.61574 2.11756 3.29594 0.1 0.0 0.0 0.00
C -0.39968 1.72769 2.23854 0.0 -0.3 0.1 0.01
O -1.36573 2.43742 2.04435 0.0 0.0 0.1 0.00
O -0.17991 0.60718 1.59542 0.4 0.5 0.5 0.02
H 3.30806 1.30740 5.19652 0.0 0.0 0.0 0.00
H 2.95535 3.59954 6.02513 0.0 0.0 0.0 0.00
H 1.08751 4.96565 5.10351 0.0 0.0 0.0 0.00
H -0.38943 3.97877 3.37403 0.0 0.0 0.0 0.00
C 4.75945 0.86119 -3.97321 0.0 0.0 0.0 0.00
C 3.53697 1.38867 -3.27391 0.0 0.0 0.0 -0.01
C 2.31955 1.47895 -3.92963 0.0 0.0 0.0 0.00
C 1.17469 1.94014 -3.28532 0.0 0.0 0.0 0.01
C -0.13359 2.00527 -4.02505 0.0 0.1 -0.1 0.00
C 1.27140 2.31055 -1.94671 0.0 0.0 0.2 0.00
C 2.48549 2.24046 -1.26012 0.0 0.0 -0.1 0.01
C 2.57938 2.60420 0.19548 0.0 0.1 0.0 0.02
C 3.60333 1.78193 -1.94148 0.0 0.0 0.0 0.00
C 0.03034 2.74463 -1.21421 -0.3 -0.3 -0.3 -0.01
O -0.31266 3.88688 -1.06273 0.1 0.1 0.1 0.00
O -0.71999 1.71687 -0.80458 0.2 1.1 -0.1 0.00
H 4.59372 0.77938 -5.04767 0.0 0.0 0.0 0.00
H 5.01687 -0.13274 -3.60265 0.0 0.0 0.0 0.00
H 5.62141 1.51065 -3.80756 0.0 0.0 0.0 0.00
H 2.24945 1.17682 -4.96952 0.0 0.0 0.0 0.00
H 0.03602 2.22514 -5.08004 0.0 0.0 0.0 0.00
H -0.78910 2.77652 -3.62002 0.0 0.0 0.0 0.00
H -0.66547 1.05437 -3.94492 0.0 0.0 0.0 0.00
H 1.90970 3.42692 0.45196 0.0 0.0 0.0 0.00
H 2.31615 1.74484 0.81551 0.0 -0.1 0.0 -0.01
H 3.59678 2.89988 0.45470 0.0 0.0 0.0 0.00
H 4.55016 1.72059 -1.41332 0.0 0.0 0.0 0.00
```
Positions in Å, forces in eV/Å.

***

Number 1: E -3057.820818 a.u.. Number 2: E -382.680006 a.u.. Number 3: E -1177.738541 a.u.. Number 4: E -400.203629 a.u.. Number 5: E -1083.767821 a.u.. Number 6: E -6762.018959 a.u..